Model P:
# C4H9NOS

A cluster of 2 separate species, C4H9NOS in total (the ωB97M-V functional and the def2-TZVPD basis, OMol25).

ORCA input file:
```
! wB97M-V def2-TZVPD RIJCOSX def2/J DEFGRID3
* xyz 0 1
C 0.68 -0.99 -0.06
C 0.44 1.17 -1.31
C 2.01 0.89 0.72
C 1.00 0.45 -0.31
N -0.34 -0.93 0.85
O 1.33 -1.87 -0.56
S -3.73 -0.65 0.17
H -2.83 -1.40 -0.66
H -0.22 0.73 -1.92
H 0.59 2.13 -1.56
H 3.00 0.27 0.45
H 1.77 0.65 1.69
H 2.08 2.01 0.66
H -0.40 -0.11 1.44
H -0.69 -1.80 1.19
H -4.68 -0.54 -0.80
*
```

Summary:
- SMILES: C=C(C)C(N)=O.S

Model Q:
# C4H9NOS

The molecule C4H9NOS (the ωB97M-V functional and the def2-TZVPD basis, OMol25).

ORCA input file:
```
! wB97M-V def2-TZVPD RIJCOSX def2/J DEFGRID3
* xyz 0 1
C -1.89 -1.53 0.18
C -0.53 0.54 -0.52
C -0.66 1.97 -0.04
C 3.24 -0.47 0.31
H -1.20 -2.18 -0.51
H -2.18 -1.95 1.16
H -2.90 -1.44 -0.47
H -1.03 0.40 -1.33
H -0.48 2.04 1.14
H 0.03 2.65 -0.61
H -1.82 2.15 -0.17
H 3.83 -0.24 1.05
H 3.61 -1.52 -0.19
N 2.18 0.32 0.39
O -1.21 -0.29 0.46
S 1.01 -0.45 -0.85
*
```

Summary:
- SMILES: C=NS[C@H](C)OC

Model R:
# C4H9NOS

The molecule C4H9NOS (the ωB97M-V functional and the def2-TZVPD basis, OMol25).

ORCA input file:
```
! wB97M-V def2-TZVPD RIJCOSX def2/J DEFGRID3
* xyz 0 1
C -1.17 -0.88 0.61
C -0.55 0.52 0.76
C 0.97 0.44 1.01
S 1.81 2.02 0.67
C -1.03 -1.39 -0.81
N -1.99 -0.96 -1.69
O -0.14 -2.13 -1.16
H -2.22 -0.83 0.90
H -0.66 -1.60 1.26
H -0.68 1.10 -0.15
H -1.09 1.04 1.55
H 1.12 0.17 2.05
H 1.36 -0.33 0.36
H 2.90 1.47 0.12
H -1.85 -1.23 -2.65
H -2.57 -0.15 -1.52
*
```

Summary:
- SMILES: NC(=O)CCCS

It is model R that is the most stable of them.

Model P:
# C3H11NO3

A cluster of 3 separate species, C3H11NO3 in total (the ωB97M-V functional and the def2-TZVPD basis, OMol25).

ORCA input file:
```
! wB97M-V def2-TZVPD RIJCOSX def2/J DEFGRID3
* xyz 0 1
O -1.44 -0.96 0.86
C -1.29 -1.11 -0.29
C -0.22 -0.13 -0.86
C 1.02 -0.79 -1.28
N -1.02 0.47 -1.98
H -2.04 -1.69 -0.87
H -0.28 0.85 -0.27
H 1.88 -0.19 -1.04
H 1.02 -1.06 -2.30
H 1.17 -1.65 -0.90
H -1.14 -0.30 -2.57
H -0.41 1.28 -2.40
H 1.13 0.43 2.55
H 0.52 -0.81 2.38
O 1.35 -0.51 2.65
H 0.68 1.99 1.94
H -0.83 1.78 2.09
O -0.11 2.40 2.30
*
```

Summary:
- SMILES: C[C@@H](N)C=O.O.O

Model Q:
# C3H11NO3

A cluster of 3 separate species, C3H11NO3 in total (the ωB97M-V functional and the def2-TZVPD basis, OMol25).

ORCA input file:
```
! wB97M-V def2-TZVPD RIJCOSX def2/J DEFGRID3
* xyz 0 1
C 0.12 -0.70 2.57
N -0.01 -0.19 1.30
C -1.40 0.24 0.95
C 1.13 0.44 0.64
O -0.82 -1.20 3.14
H 1.17 -0.69 2.95
H -1.37 0.50 -0.10
H -1.70 1.05 1.61
H -1.96 -0.68 0.86
H 1.50 1.30 1.23
H 0.76 0.92 -0.27
H 2.01 -0.20 0.73
H -0.51 0.92 -4.20
H 0.47 0.70 -3.08
O -0.31 1.20 -3.30
H 0.73 -0.57 -1.74
H 0.10 -1.81 -1.26
O 0.08 -1.22 -2.03
*
```

Summary:
- SMILES: CN(C)C=O.O.O

It is model Q that is the most stable of them.

Model P:
# C3H11NO3

A cluster of 3 separate species, C3H11NO3 in total (the ωB97M-V functional and the def2-TZVPD basis, OMol25).

ORCA input file:
```
! wB97M-V def2-TZVPD RIJCOSX def2/J DEFGRID3
* xyz 0 1
C 1.04 -1.60 0.36
C 0.05 -0.47 0.17
C 0.86 1.12 0.25
N 1.64 1.12 -0.95
O 1.49 1.11 1.33
H 1.52 -1.56 1.32
H 1.82 -1.53 -0.37
H 0.46 -2.51 0.26
H -0.45 -0.66 -0.76
H -0.56 -0.30 1.07
H 2.57 0.83 -0.62
H 1.74 2.06 -1.31
H -3.17 -1.27 0.00
H -2.08 0.24 -0.07
O -2.24 -1.26 -0.25
H -0.08 1.75 0.15
H -2.69 1.66 -0.50
O -1.91 1.28 -0.09
*
```

Model Q:
# C3H11NO3

A cluster of 3 separate species, C3H11NO3 in total (the ωB97M-V functional and the def2-TZVPD basis, OMol25).

ORCA input file:
```
! wB97M-V def2-TZVPD RIJCOSX def2/J DEFGRID3
* xyz 0 1
C 0.06 -0.94 0.82
N -0.87 -0.13 0.19
C -1.32 -0.25 -1.18
C -2.01 0.18 1.11
O 1.00 -1.49 0.28
H -0.14 -1.22 1.85
H -1.08 -1.24 -1.53
H -0.52 0.20 -1.86
H -2.33 0.07 -1.33
H -2.37 -0.75 1.58
H -2.91 0.44 0.57
H -1.62 0.92 1.81
H 2.47 -0.93 -1.62
H 1.44 -0.02 -1.00
O 1.70 -0.39 -1.84
H 1.84 2.34 0.25
H 0.54 1.84 0.51
O 1.11 2.52 0.89
*
```

Summary:
- SMILES: CN(C)C=O.O.O

It is model Q that is the most stable of them.

Model P:
# C3H11NO3

A structure of composition C3H11NO3 (the ωB97M-V functional and the def2-TZVPD basis, OMol25).

ORCA input file:
```
! wB97M-V def2-TZVPD RIJCOSX def2/J DEFGRID3
* xyz 0 1
C -1.28 0.92 -0.08
O -0.50 1.50 -1.09
O -1.60 1.89 0.86
O -2.50 0.50 -0.63
H -0.92 2.31 -1.41
H -2.51 2.18 0.74
H -2.37 -0.21 -1.27
H -0.51 -1.97 -0.81
C 1.70 -1.12 0.62
C 1.03 -0.38 1.54
N 2.36 -0.57 -0.45
H 2.17 0.41 -0.62
H 2.44 -1.15 -1.27
H 1.72 -2.20 0.67
H -0.82 -2.06 -1.53
H -0.47 0.21 0.53
H 0.68 -0.87 2.43
H 1.39 0.62 1.74
*
```

Model Q:
# C3H11NO3

A cluster of 3 separate species, C3H11NO3 in total (the ωB97M-V functional and the def2-TZVPD basis, OMol25).

ORCA input file:
```
! wB97M-V def2-TZVPD RIJCOSX def2/J DEFGRID3
* xyz 0 1
C 0.73 1.29 0.43
C 0.30 0.68 1.76
C -0.32 -0.69 1.51
N -0.27 -1.58 2.55
O -0.79 -1.02 0.44
H 1.30 0.60 -0.19
H -0.13 1.62 -0.13
H 1.39 2.14 0.60
H -0.43 1.32 2.23
H 1.15 0.57 2.43
H -0.01 -1.26 3.47
H -0.68 -2.48 2.41
H -0.74 0.80 -2.81
H -1.04 2.37 -2.58
O -0.40 1.71 -2.86
H 1.13 -0.12 -2.52
H 0.48 -1.46 -2.05
O 0.57 -0.86 -2.80
*
```

Summary:
- SMILES: CCC(N)=O.O.O

Model R:
# C3H11NO3

A cluster of 3 separate species, C3H11NO3 in total (the ωB97M-V functional and the def2-TZVPD basis, OMol25).

ORCA input file:
```
! wB97M-V def2-TZVPD RIJCOSX def2/J DEFGRID3
* xyz 0 1
O -1.98 -0.11 -0.76
C -1.65 -0.82 0.16
C -0.28 -1.48 0.36
C 0.50 -1.51 -0.94
N 0.28 -0.86 1.51
H -2.37 -1.05 0.97
H -0.62 -2.47 0.65
H 0.91 -2.50 -1.16
H 1.37 -0.85 -0.92
H -0.03 -1.15 -1.82
H 0.44 0.14 1.46
H 1.08 -1.25 1.98
H 1.51 2.09 0.00
H 3.02 2.14 0.35
O 2.18 1.77 0.64
H -0.62 2.42 -0.11
H -0.47 1.24 -1.06
O -0.06 2.08 -0.82
*
```

Summary:
- SMILES: C[C@@H](N)C=O.O.O

Model S:
# C3H11NO3

A cluster of 3 separate species, C3H11NO3 in total (the ωB97M-V functional and the def2-TZVPD basis, OMol25).

ORCA input file:
```
! wB97M-V def2-TZVPD RIJCOSX def2/J DEFGRID3
* xyz 0 1
O 2.96 0.70 -0.23
C 1.90 0.20 -0.02
C 1.04 -0.38 -1.16
C 0.97 -1.90 -0.93
N -0.25 0.23 -1.38
H 1.57 0.02 1.02
H 1.71 -0.18 -2.01
H 0.19 -2.14 -0.22
H 1.93 -2.29 -0.64
H 0.67 -2.35 -1.88
H -0.23 0.92 -2.10
H -1.05 -0.29 -1.06
H -1.03 1.47 1.04
H 0.13 2.23 1.88
O -0.39 1.42 1.74
H -3.01 0.57 2.65
H -3.50 1.31 1.43
O -3.60 0.47 1.89
*
```

Summary:
- SMILES: C[C@@H](N)C=O.O.O

It is model Q that is the most stable of them.

Model P:
# C3H11NO3

A cluster of 4 separate species, C3H11NO3 in total (the ωB97M-V functional and the def2-TZVPD basis, OMol25).

ORCA input file:
```
! wB97M-V def2-TZVPD RIJCOSX def2/J DEFGRID3
* xyz 0 1
C 1.84 0.11 1.05
C 2.27 -0.64 0.05
C 0.80 1.83 -0.13
N 0.88 1.14 0.93
H 2.06 -0.20 2.07
H 1.88 -0.56 -0.96
H 2.97 -1.45 0.19
H 0.11 2.67 -0.17
H 1.32 1.63 -1.07
H -1.35 0.85 1.68
H -2.69 1.33 1.19
O -2.28 0.58 1.64
H -0.33 -2.59 -1.76
H 0.05 -1.09 -1.46
O 0.10 -1.80 -2.09
H -2.86 -0.57 -0.15
H -2.64 -0.52 -1.75
O -2.26 -0.72 -0.89
*
```

Summary:
- SMILES: C=CN=C.O.O.O

Model Q:
# C3H11NO3

A cluster of 3 separate species, C3H11NO3 in total (the ωB97M-V functional and the def2-TZVPD basis, OMol25).

ORCA input file:
```
! wB97M-V def2-TZVPD RIJCOSX def2/J DEFGRID3
* xyz 0 1
C -1.05 -0.07 0.06
N -1.07 -1.09 -0.84
C 0.08 -1.45 -1.67
C 1.44 -1.38 -1.05
O -2.01 0.50 0.52
H -0.05 -0.07 0.53
H -1.94 -1.52 -1.08
H 0.06 -0.88 -2.61
H -0.18 -2.45 -2.04
H 2.21 -1.92 -1.58
H 1.41 -1.91 -0.09
H 1.89 -0.40 -0.90
H -2.43 4.43 1.34
H -2.51 3.88 -0.07
O -2.85 4.57 0.49
H 2.72 0.38 3.44
H 2.35 -0.55 2.41
O 1.92 -0.06 3.12
*
```

Summary:
- SMILES: CCNC=O.O.O

It is model Q that is the most stable of them.

Model P:
# C3H11NO3

A cluster of 3 separate species, C3H11NO3 in total (the ωB97M-V functional and the def2-TZVPD basis, OMol25).

ORCA input file:
```
! wB97M-V def2-TZVPD RIJCOSX def2/J DEFGRID3
* xyz 0 1
C -0.26 1.06 -0.66
C 0.00 1.38 0.86
C -1.26 1.39 1.63
O -1.53 2.23 2.46
N -1.65 0.96 -1.05
H 0.14 0.04 -0.72
H 0.35 1.63 -1.36
H 0.60 2.29 0.92
H 0.64 0.60 1.28
H -1.93 0.53 1.58
H -1.85 0.45 -1.88
H -2.27 1.71 -0.85
H -0.28 -3.22 -2.16
H -0.26 -4.73 -1.98
O 0.09 -4.01 -2.52
H 3.00 -1.28 1.99
H 3.62 -0.53 0.94
O 2.84 -0.48 1.50
*
```

Summary:
- SMILES: NCCC=O.O.O

Model Q:
# C3H11NO3

A cluster of 3 separate species, C3H11NO3 in total (the ωB97M-V functional and the def2-TZVPD basis, OMol25).

ORCA input file:
```
! wB97M-V def2-TZVPD RIJCOSX def2/J DEFGRID3
* xyz 0 1
C -0.18 2.65 -1.63
C 0.11 1.34 -0.86
N 0.08 0.18 -1.57
C 0.84 0.12 -2.85
O 0.44 1.36 0.32
H 0.26 2.65 -2.63
H -1.21 2.72 -1.98
H -0.02 3.53 -1.04
H 0.01 -0.59 -0.91
H 1.92 0.24 -2.65
H 0.29 0.86 -3.41
H 0.68 -0.89 -3.23
H -0.03 -4.34 5.79
H -0.79 -3.08 6.25
O 0.02 -3.38 5.83
H -0.75 -0.35 1.50
H -0.70 -1.78 1.90
O -0.98 -1.24 1.15
*
```

Summary:
- SMILES: CNC(C)=O.O.O

Model R:
# C3H11NO3

A cluster of 3 separate species, C3H11NO3 in total (the ωB97M-V functional and the def2-TZVPD basis, OMol25).

ORCA input file:
```
! wB97M-V def2-TZVPD RIJCOSX def2/J DEFGRID3
* xyz 0 1
O 0.56 -0.30 1.55
C 0.89 -1.29 0.85
C -0.08 -1.74 -0.18
C -1.52 -1.42 0.17
N 0.23 -0.98 -1.44
H 1.77 -1.96 1.02
H 0.05 -2.76 -0.39
H -1.59 -0.43 -0.34
H -1.63 -1.25 1.28
H -2.13 -2.11 -0.23
H 0.04 -0.01 -1.34
H 1.11 -1.26 -1.89
H 0.06 2.44 -0.81
H -0.48 2.49 -2.22
O 0.16 2.03 -1.71
H 0.47 3.04 1.63
H 0.26 1.57 1.07
O -0.12 2.49 1.07
*
```

Summary:
- SMILES: C[C@@H](N)C=O.O.O

It is model Q that is the most stable of them.

Model P:
# CH2N4O2

A structure of composition CH2N4O2 (the ωB97M-V functional and the def2-TZVPD basis, OMol25).

ORCA input file:
```
! wB97M-V def2-TZVPD RIJCOSX def2/J DEFGRID3
* xyz 0 1
C -0.57 0.79 -0.09
N -1.75 0.63 -0.10
N 0.16 -1.03 -0.11
N 1.36 -0.86 -0.03
N 1.96 0.25 0.24
O 0.51 1.38 -0.08
O 3.09 0.57 -0.07
H -2.57 1.20 -0.04
H 1.92 -1.63 0.04
*
```

Model Q:
# CH2N4O2

A cluster of 2 separate species, CH2N4O2 in total (the ωB97M-V functional and the def2-TZVPD basis, OMol25).

ORCA input file:
```
! wB97M-V def2-TZVPD RIJCOSX def2/J DEFGRID3
* xyz 0 1
C 1.99 1.16 -0.42
N 0.27 -2.58 -0.46
N -0.33 -1.71 -0.08
N -0.58 -0.61 0.45
N -1.66 0.14 0.23
O 2.32 1.79 0.46
O 1.58 0.51 -1.24
H -2.24 0.20 1.03
H -1.34 1.10 0.03
*
```

It is model Q that is the most stable of them.

Model P:
# C9H10N2O2

The molecule C9H10N2O2 (the ωB97M-V functional and the def2-TZVPD basis, OMol25).

ORCA input file:
```
! wB97M-V def2-TZVPD RIJCOSX def2/J DEFGRID3
* xyz 0 1
C -2.16 -1.23 0.19
C -0.33 0.73 1.62
C 0.75 0.34 0.98
C 0.77 0.01 -0.43
C 0.17 0.82 -1.34
C -1.75 0.93 1.17
C -2.45 0.06 0.44
C 2.07 0.20 1.60
C 1.09 -1.41 -0.87
N -1.95 -2.36 0.08
N -0.37 0.45 -2.63
O -0.05 -0.59 -3.13
O -1.08 1.29 -3.13
H -0.29 0.91 2.72
H -2.08 1.90 1.32
H -0.04 1.84 -1.05
H -3.36 0.57 -0.02
H 2.23 0.57 2.69
H 2.86 0.75 1.04
H 2.45 -0.88 1.75
H 1.85 -1.35 -1.73
H 0.16 -1.61 -1.26
H 1.51 -1.97 0.01
*
```

Summary:
- SMILES: CC(=C/C=C\C#N)/C(C)=C/[N+](=O)[O-]

Model Q:
# C9H10N2O2

A cluster of 2 separate species, C9H10N2O2 in total (the ωB97M-V functional and the def2-TZVPD basis, OMol25).

ORCA input file:
```
! wB97M-V def2-TZVPD RIJCOSX def2/J DEFGRID3
* xyz 0 1
C -0.98 0.44 -3.48
C -0.22 1.21 -2.61
C -1.69 -0.65 -3.01
C -0.16 0.88 -1.27
C -1.62 -0.99 -1.67
C -0.84 -0.24 -0.80
C -0.96 -2.66 1.59
C 1.97 0.34 2.58
C 0.88 1.31 2.93
N -0.75 -1.65 1.01
N -0.74 -0.53 0.55
O 2.07 -0.79 2.99
O 2.85 0.86 1.71
H -1.02 0.69 -4.53
H 0.33 2.06 -2.98
H -2.29 -1.24 -3.68
H 0.44 1.46 -0.58
H -2.18 -1.84 -1.30
H -0.44 -3.44 2.07
H 1.17 2.32 2.66
H 0.65 1.23 3.99
H 0.00 1.02 2.36
H 3.52 0.21 1.47
*
```

Model R:
# C9H10N2O2

The molecule C9H10N2O2 (the ωB97M-V functional and the def2-TZVPD basis, OMol25).

ORCA input file:
```
! wB97M-V def2-TZVPD RIJCOSX def2/J DEFGRID3
* xyz 0 1
C 1.52 1.45 -1.45
C -0.87 1.01 -1.11
C -0.57 0.51 0.21
C 1.53 1.63 -0.06
C 0.35 0.84 -1.90
C 0.64 0.93 0.76
C -1.37 -0.39 -1.46
C -2.49 -0.75 -2.46
C 0.39 -0.16 2.74
N -1.21 -0.80 -0.14
N 2.66 2.12 0.54
O 0.01 -0.35 -2.49
O 1.06 0.84 2.05
H 2.53 1.56 -1.94
H -2.82 0.16 -2.95
H -3.35 -1.14 -1.88
H -2.07 -1.32 -3.29
H 1.11 -0.76 3.34
H -0.23 -0.84 2.07
H -0.38 0.31 3.43
H -1.16 -1.69 0.35
H 3.06 2.83 -0.09
H 2.52 2.41 1.48
*
```

Summary:
- SMILES: COc1c(N)cc2c3c1N[C@]3(C)O2

It is model Q that is the most stable of them.